[1]
{"formula": "C19H27N3O5", "method": "wB97M-V/def2-TZVPD", "e_above_lowest_kj_mol": 356.3, "gap_ha": 0.32908, "max_force_ha_per_bohr": 0.0126, "lumo_energy_ev": 0.80, "smiles": "COc1cccc(CN2CCNC(=O)[C@H]2CC(=O)N2CCCCO2)c1OC", "elements": ["C", "H", "O", "C", "C", "C", "C", "C", "C", "O", "C", "H", "H", "H", "C", "N", "C", "H", "H", "C", "N", "C", "O", "C", "C", "C", "O", "N", "C", "H", "C", "H", "C", "C", "H", "H", "O", "H", "H", "H", "H", "H", "H", "H", "H", "H", "H", "H", "H", "H", "H", "H", "H", "H"], "positions_angstrom": [[2.258, -1.102, -4.888], [2.448, -0.040, -4.700], [1.338, -1.635, -3.970], [1.642, -1.591, -2.633], [2.850, -1.116, -2.142], [3.123, -1.137, -0.784], [2.193, -1.644, 0.097], [0.969, -2.105, -0.365], [0.674, -2.072, -1.730], [-0.561, -2.550, -2.090], [-1.226, -1.988, -3.203], [-0.860, -2.404, -4.144], [-2.277, -2.250, -3.075], [-1.123, -0.901, -3.225], [-0.032, -2.642, 0.628], [-0.104, -1.789, 1.804], [-0.395, -2.536, 3.016], [0.533, -3.033, 3.319], [-1.158, -3.315, 2.848], [-0.892, -1.618, 4.147], [-0.398, -0.278, 3.972], [-0.482, 0.340, 2.780], [-0.169, 1.501, 2.613], [-0.953, -0.609, 1.680], [-0.868, 0.111, 0.339], [-1.778, 1.324, 0.405], [-2.864, 1.306, 0.953], [-1.363, 2.413, -0.283], [-1.984, 3.708, -0.114], [-2.969, 3.534, 0.319], [-1.109, 4.570, 0.799], [-1.537, 5.568, 0.896], [0.301, 4.632, 0.212], [0.801, 3.202, 0.012], [1.761, 3.170, -0.505], [0.878, 2.695, 0.981], [-0.087, 2.476, -0.838], [0.978, 5.165, 0.879], [0.280, 5.148, -0.751], [-1.068, 4.103, 1.785], [-2.087, 4.172, -1.101], [0.157, 0.402, 0.121], [-1.234, -0.531, -0.462], [-2.019, -0.845, 1.861], [-0.095, 0.257, 4.772], [-1.991, -1.606, 4.150], [-0.558, -2.001, 5.112], [0.318, -3.626, 0.955], [-1.009, -2.784, 0.147], [2.385, -1.667, 1.157], [4.071, -0.764, -0.428], [3.596, -0.733, -2.819], [3.206, -1.650, -4.875], [1.792, -1.216, -5.866]]}

[2]
{"formula": "C19H27N5O3S", "method": "wB97M-V/def2-TZVPD", "e_above_lowest_kj_mol": 42.4, "gap_ha": 0.33148, "max_force_ha_per_bohr": 0.0169, "lumo_energy_ev": 0.21, "smiles": "CCCc1nc(SCC(=O)N2CCCCCC2)c2c(=O)n(C)c(=O)n(C)c2n1", "elements": ["C", "H", "C", "C", "C", "N", "C", "C", "C", "N", "N", "C", "O", "N", "C", "O", "C", "H", "H", "H", "C", "H", "H", "H", "S", "C", "C", "O", "N", "C", "H", "C", "H", "H", "C", "C", "C", "H", "C", "H", "H", "H", "H", "H", "H", "H", "H", "H", "H", "H", "H", "H", "H", "H", "H"], "positions_angstrom": [[0.404, -3.951, 0.613], [-0.188, -4.434, -0.161], [1.889, -4.144, 0.344], [2.338, -3.465, -0.961], [2.439, -1.989, -0.774], [1.359, -1.263, -1.020], [1.431, 0.049, -0.842], [2.630, 0.657, -0.432], [3.706, -0.204, -0.180], [3.605, -1.520, -0.349], [4.887, 0.326, 0.243], [5.070, 1.684, 0.431], [6.129, 2.128, 0.808], [3.991, 2.508, 0.166], [2.746, 2.086, -0.271], [1.836, 2.862, -0.499], [4.213, 3.930, 0.366], [3.290, 4.444, 0.106], [4.475, 4.120, 1.407], [5.031, 4.268, -0.268], [6.025, -0.531, 0.518], [6.349, -0.386, 1.548], [6.850, -0.269, -0.144], [5.711, -1.557, 0.353], [0.050, 1.047, -1.137], [-1.225, -0.237, -1.433], [-2.055, -0.471, -0.181], [-1.944, -1.518, 0.433], [-2.880, 0.517, 0.224], [-3.106, 1.768, -0.456], [-2.352, 1.913, -1.228], [-4.506, 1.866, -1.076], [-4.710, 0.974, -1.670], [-4.502, 2.723, -1.752], [-5.605, 2.069, -0.032], [-6.143, 0.782, 0.603], [-5.097, -0.289, 0.935], [-4.931, -0.934, 0.070], [-3.731, 0.250, 1.369], [-3.834, 1.163, 1.958], [-3.221, -0.506, 1.969], [-5.496, -0.923, 1.729], [-6.880, 0.335, -0.067], [-6.672, 1.062, 1.517], [-6.448, 2.584, -0.497], [-5.222, 2.732, 0.747], [-2.981, 2.579, 0.271], [-0.689, -1.158, -1.661], [-1.826, 0.083, -2.281], [1.614, -3.681, -1.747], [3.322, -3.839, -1.245], [2.479, -3.742, 1.171], [2.108, -5.211, 0.268], [0.133, -2.899, 0.629], [0.133, -4.387, 1.571]]}

[3]
{"formula": "C19H27NO3", "method": "wB97M-V/def2-TZVPD", "e_above_lowest_kj_mol": 87.9, "gap_ha": 0.36206, "max_force_ha_per_bohr": 0.0105, "lumo_energy_ev": 0.74, "smiles": "CCOC(=O)[C@@H](C(=O)N(C)Cc1ccccc1)C1CCCCC1", "elements": ["C", "C", "H", "H", "O", "C", "O", "C", "C", "O", "N", "C", "H", "H", "H", "C", "C", "C", "C", "C", "C", "C", "H", "H", "H", "H", "H", "H", "H", "H", "C", "C", "C", "C", "C", "C", "H", "H", "H", "H", "H", "H", "H", "H", "H", "H", "H", "H", "H", "H"], "positions_angstrom": [[-2.736, 0.309, -3.155], [-1.996, 1.145, -2.129], [-1.253, 1.796, -2.601], [-2.687, 1.772, -1.554], [-1.323, 0.263, -1.227], [-0.429, 0.819, -0.405], [-0.152, 1.988, -0.416], [0.137, -0.232, 0.533], [1.454, 0.267, 1.123], [1.516, 0.889, 2.164], [2.574, -0.021, 0.411], [3.843, 0.474, 0.903], [4.485, -0.355, 1.213], [3.644, 1.112, 1.763], [4.353, 1.054, 0.132], [2.628, -0.832, -0.788], [1.987, -0.205, -2.003], [1.333, -1.002, -2.934], [0.786, -0.444, -4.076], [0.880, 0.919, -4.295], [1.526, 1.721, -3.369], [2.081, 1.162, -2.232], [2.570, 1.795, -1.508], [1.597, 2.786, -3.529], [0.448, 1.356, -5.184], [0.287, -1.077, -4.796], [1.253, -2.067, -2.765], [3.688, -0.997, -1.009], [2.188, -1.820, -0.603], [0.291, -1.140, -0.053], [-0.935, -0.566, 1.602], [-1.445, 0.663, 2.354], [-2.530, 0.261, 3.350], [-1.995, -0.772, 4.336], [-1.483, -1.998, 3.589], [-0.397, -1.597, 2.595], [-0.039, -2.480, 2.059], [0.444, -1.163, 3.138], [-2.311, -2.470, 3.053], [-1.083, -2.728, 4.296], [-2.780, -1.063, 5.038], [-1.176, -0.331, 4.908], [-2.878, 1.144, 3.888], [-3.383, -0.161, 2.811], [-0.613, 1.129, 2.879], [-1.846, 1.394, 1.649], [-1.778, -1.013, 1.059], [-2.031, -0.303, -3.710], [-3.452, -0.343, -2.662], [-3.264, 0.961, -3.845]]}

[4]
{"formula": "C19H27NSi2V", "method": "wB97M-V/def2-TZVPD", "multiplicity": 3, "gap_ha": [0.27479, 0.26290], "total_charge": 1, "max_force_ha_per_bohr": 0.0377, "lumo_energy_ev": [-3.62, -3.39], "elements": ["V", "C", "C", "C", "C", "C", "C", "C", "H", "H", "H", "H", "H", "H", "H", "H", "C", "Si", "C", "C", "C", "C", "C", "C", "C", "Si", "C", "C", "H", "H", "H", "H", "H", "H", "H", "H", "H", "H", "H", "H", "H", "H", "H", "H", "C", "C", "N", "H", "H", "H"], "positions_angstrom": [[-0.673, -0.143, 0.611], [-3.548, -0.718, 1.857], [-2.885, -0.882, 0.512], [-2.138, -2.034, 0.215], [-1.647, -2.260, -1.070], [-1.884, -1.335, -2.082], [-2.618, -0.191, -1.805], [-3.099, 0.047, -0.521], [-3.633, 0.329, 2.144], [-3.011, -1.250, 2.641], [-4.557, -1.132, 1.807], [-1.994, -2.785, 0.983], [-1.098, -3.167, -1.280], [-1.515, -1.517, -3.082], [-2.826, 0.519, -2.595], [-3.693, 0.928, -0.313], [1.082, -3.222, 1.037], [1.484, -1.397, 0.781], [2.626, -1.175, -0.687], [2.288, -0.908, 2.408], [3.517, -1.468, 2.774], [4.018, -1.311, 4.057], [3.289, -0.598, 5.001], [2.083, -0.014, 4.645], [1.575, -0.145, 3.348], [0.091, 0.857, 2.786], [0.787, 2.580, 2.456], [-1.167, 1.029, 4.170], [2.004, -3.763, 1.269], [0.620, -3.709, 0.177], [0.423, -3.334, 1.902], [3.616, -1.585, -0.469], [2.750, -0.116, -0.922], [2.243, -1.683, -1.575], [4.088, -2.049, 2.056], [4.969, -1.752, 4.326], [3.666, -0.492, 6.010], [1.537, 0.559, 5.388], [1.453, 2.861, 3.276], [0.005, 3.342, 2.382], [1.377, 2.598, 1.538], [-0.711, 1.586, 4.993], [-1.490, 0.062, 4.560], [-2.051, 1.588, 3.854], [0.585, 3.383, -1.899], [0.180, 2.240, -1.096], [-0.103, 1.341, -0.441], [-0.004, 3.424, -2.813], [1.640, 3.293, -2.153], [0.430, 4.298, -1.328]]}

[5]
{"formula": "C19H28AuClO6", "method": "wB97M-V/def2-TZVPD", "e_above_lowest_kj_mol": 0.0, "multiplicity": 3, "gap_ha": [0.23293, 0.17505], "max_force_ha_per_bohr": 0.0675, "lumo_energy_ev": [-1.27, -2.40], "elements": ["O", "C", "C", "H", "H", "C", "H", "H", "C", "H", "H", "H", "C", "H", "H", "H", "Au", "C", "C", "C", "H", "C", "C", "H", "H", "H", "H", "C", "C", "C", "H", "C", "C", "H", "H", "H", "H", "O", "C", "C", "H", "H", "C", "H", "H", "C", "H", "H", "H", "H", "O", "Cl", "O", "O", "O"], "positions_angstrom": [[-0.521, -0.422, -2.631], [-1.892, -0.616, -3.065], [-1.438, -1.456, -4.255], [-2.354, 0.336, -3.349], [-2.479, -1.158, -2.320], [-0.010, -1.203, -3.725], [-1.626, -0.934, -5.192], [-1.795, -2.492, -4.258], [0.835, -0.320, -4.617], [0.255, 0.556, -4.935], [1.161, -0.885, -5.499], [1.714, 0.036, -4.065], [0.722, -2.426, -3.221], [0.035, -3.104, -2.695], [1.529, -2.131, -2.534], [1.169, -2.965, -4.069], [-1.208, 0.804, 0.501], [0.005, -1.664, 1.733], [-1.214, -0.936, 1.909], [-2.068, -1.220, 0.717], [-1.573, -0.485, 2.833], [-1.311, -2.143, -0.095], [-0.064, -2.378, 0.519], [0.708, -3.059, 0.151], [0.828, -1.688, 2.438], [-3.140, -1.058, 0.684], [-1.668, -2.652, -0.985], [1.406, 1.642, 1.183], [2.318, 0.594, 0.598], [2.148, 0.474, -0.759], [2.974, 0.008, 1.234], [1.133, 1.378, -1.216], [0.489, 1.999, -0.107], [0.077, 3.008, -0.111], [2.031, 2.517, 1.447], [2.752, -0.157, -1.420], [0.917, 1.565, -2.260], [-3.150, -0.284, -6.206], [-2.666, -1.096, -7.319], [-3.600, -0.966, -8.529], [-2.622, -2.148, -6.979], [-1.629, -0.801, -7.549], [-4.843, -0.255, -7.970], [-3.822, -1.943, -8.943], [-3.116, -0.357, -9.294], [-4.392, 0.318, -6.607], [-5.644, -0.981, -7.802], [-5.213, 0.527, -8.628], [-5.124, 0.144, -5.811], [-4.246, 1.406, -6.692], [2.683, 0.051, 3.693], [1.641, 0.539, 4.628], [0.363, -0.202, 4.459], [1.460, 2.008, 4.565], [0.607, 1.150, 2.143]]}

| no. | E (Eh) |
| --- | --- |
| 1 | -1280.61480 |
| 2 | -1637.99955 |
| 3 | -1020.71557 |
| 4 | -2317.68985 |
| 5 | -1787.55769 |